C5H12ClI2NSi | ωB97M-V/def2-TZVPD

Atoms and positions in Å:
C  1.1443  -1.6986  0.4417
C  2.0573  -0.6694  -0.2293
I  1.9300  -0.8239  -2.3744
C  1.8791  0.7802  0.1907
I  2.1653  0.8901  2.3340
Si  0.2953  1.7851  -0.0863
Cl  0.1394  2.4357  -2.0355
C  -1.2800  0.9098  0.3842
C  -1.8675  -0.0189  -0.6748
N  -3.0397  -0.7740  -0.2011
H  1.6524  -2.1246  1.3073
H  0.8946  -2.5109  -0.2338
H  0.2232  -1.2470  0.7983
H  3.0950  -0.9397  -0.0454
H  2.7225  1.3616  -0.1821
H  0.4589  3.0167  0.7037
H  -2.0053  1.6973  0.6144
H  -1.0938  0.3661  1.3159
H  -1.1072  -0.7127  -1.0375
H  -2.1655  0.5874  -1.5308
H  -2.8574  -1.7667  -0.2212
H  -3.2409  -0.5436  0.7619

## Properties
Gap between HOMO and LUMO ... 9.308 eV
E ... -1597.598323 Ha
E_HOMO ... -9.336 eV



C5H12ClN2 | ωB97M-V/def2-TZVPD

Atoms and positions in Å:
C  0.4124  -0.0032  -2.0767
C  -0.8639  0.2971  -1.1369
C  1.1866  0.9998  -0.2964
C  -0.0272  -0.6703  0.8708
C  -0.9031  1.4855  1.1048
N  1.4974  0.5677  -1.4122
N  -0.2218  0.6592  0.1115
Cl  1.1544  -3.8628  0.8092
H  0.5906  -1.1059  -1.9959
H  0.0967  0.4162  -3.0641
H  -1.3076  1.2155  -1.5198
H  -1.5300  -0.4806  -1.1148
H  1.7867  1.5358  0.4301
H  0.4269  -0.4681  1.8991
H  -1.0899  -0.9663  1.1901
H  0.3056  -1.4228  0.2388
H  -0.1968  1.7192  1.9050
H  -1.3925  2.3805  0.6129
H  -1.7619  1.0417  1.6574
H  1.8375  -3.3384  1.7870

## Properties
Gap between HOMO and LUMO ... 11.754 eV
E ... -767.097695 Ha
E_HOMO ... -14.990 eV
Net charge ... +1



C5H12ClNO | ωB97M-V/def2-TZVPD

Atoms and positions in Å:
C  1.7819  -0.8411  -0.2156
C  0.5703  -0.3717  -1.0357
C  -0.6796  -0.2784  -0.2041
C  -1.1308  -1.3908  0.5948
C  -0.5753  0.8617  0.8046
H  2.6641  -0.6414  -0.9164
H  2.2046  -0.3413  0.8429
H  1.7176  -2.0177  0.1932
H  0.4562  -1.1428  -1.7025
H  0.7104  1.5587  -1.3900
H  -1.9620  -2.2342  -0.0853
H  -1.7775  -1.0795  1.6140
H  0.0500  -1.8746  0.8658
H  -1.4656  1.0496  1.5351
H  0.2890  0.5064  1.4651
H  -0.2390  2.9412  0.8489
H  -1.2279  2.4851  -0.2223
N  -0.1958  2.1970  0.1342
O  0.9231  0.6782  -1.8758
Cl  -2.1136  -0.0644  -1.2509

## Properties
Gap between HOMO and LUMO ... 10.696 eV
E ... -787.751224 Ha
E_HOMO ... -10.026 eV